20
Properties=species:S:1:pos:R:3:forces:R:3 method="wB97M-V/def2-TZVPD" e_tot_ev=-19731.4786 s2=0.76 relative_energy_kj_mol=93.7 charge=+2 lumo_ev="-7.90 / -12.20" spin_multiplicity=2
O 2.72710 1.72205 -0.29692 0.707 0.222 0.102
C 1.76032 2.23547 0.09164 -0.511 -0.659 0.041
C 0.32817 1.71068 -0.53404 -2.401 0.568 -0.094
C -0.22486 0.80778 0.63354 0.375 0.014 0.777
C -1.35892 -0.16736 0.21948 0.984 1.070 -0.427
S -0.82184 -1.88938 0.03663 -0.258 -0.731 -0.642
C -1.60321 -2.86740 1.29017 -0.292 -1.010 1.588
N 0.49029 1.05964 -1.71824 2.512 -0.229 -0.562
H 1.57115 2.90130 0.94612 0.223 0.381 -0.030
H -0.36430 2.54142 -0.69349 0.054 0.105 0.364
H -0.58829 1.51259 1.37937 -0.225 0.050 0.011
H 0.58194 0.29129 1.15774 0.080 -0.153 -0.195
H -1.63868 0.07426 -0.80260 -0.379 -0.029 0.020
H -2.23106 -0.03714 0.85128 -0.028 -0.500 0.225
H -1.18967 -2.89141 2.30502 0.276 0.975 -0.244
H -1.58896 -3.94313 1.08352 -0.052 0.303 -0.964
H -2.63159 -2.51930 1.33992 -0.131 -0.055 -0.126
H 0.21607 1.41202 -2.63142 -0.440 0.322 0.186
H 0.48051 -1.86547 0.36873 -0.030 0.149 0.373
H 1.45320 0.70267 -1.77062 -0.463 -0.793 -0.403

19
Properties=species:S:1:pos:R:3:forces:R:3 method="wB97M-V/def2-TZVPD" e_tot_ev=-16156.8285 relative_energy_kj_mol=116.0 smiles="CC(C)(C)/C=N/P" lumo_ev=0.87
C 1.12064 -0.29010 0.31199 -0.228 3.036 -2.004
C -1.17142 0.84486 0.66988 4.507 0.697 -0.946
C -0.50966 -0.16525 -1.57272 -1.942 -0.960 0.433
C -0.99003 -1.67121 0.44527 0.738 1.971 2.745
C -0.41625 -0.30408 -0.06195 1.382 -0.795 0.546
N 1.97382 0.47072 -0.35732 -3.137 -2.880 1.491
P 3.65163 0.32433 -0.05252 0.232 0.070 0.931
H 1.25645 -0.86555 1.21371 1.095 -0.410 0.397
H -2.14804 0.80912 0.40733 -3.207 -0.044 -0.533
H -0.99298 0.85465 1.73064 -0.191 -0.267 0.505
H -0.70579 1.78331 0.27641 -0.598 -0.471 0.328
H 0.31403 -0.54638 -2.13491 0.651 -0.129 -0.150
H -0.70585 0.84919 -1.79246 0.144 1.159 -0.659
H -1.41426 -0.72540 -1.87777 0.320 0.272 -0.151
H -1.89720 -1.95713 -0.01444 -1.036 -0.069 -0.644
H -0.27788 -2.47915 0.32384 0.122 -0.194 0.228
H -1.24055 -1.43948 1.58289 0.638 -1.175 -2.100
H 3.73629 1.60839 0.55348 0.348 -0.073 -0.094
H 4.07265 0.77581 -1.30406 0.164 0.261 -0.323

19
Properties=species:S:1:pos:R:3:forces:R:3 method="wB97M-V/def2-TZVPD" e_tot_ev=-16155.1683 relative_energy_kj_mol=276.2 lumo_ev=0.82
C 0.00647 2.66887 0.47607 0.305 -0.123 0.285
C -0.26312 1.99553 -0.62936 0.189 1.932 1.443
C -0.15573 -0.02237 -1.92328 -1.042 0.009 -0.289
C -0.33263 -2.48469 1.09727 -0.016 -1.571 -0.268
C -0.40965 0.59171 -0.60753 2.723 -4.303 2.184
N 0.92697 -0.24446 0.52536 0.705 4.118 -4.233
P 0.27650 -0.95555 1.85034 -1.119 -0.500 2.008
H 0.12415 3.72573 0.60439 -0.030 0.400 -0.378
H 0.20738 2.06512 1.34560 -0.169 0.078 0.411
H -0.38515 2.43812 -1.58092 -0.181 0.750 -0.888
H 0.75706 0.45433 -2.25367 0.183 -0.367 -0.851
H -1.07179 0.37195 -2.44867 1.042 -0.645 -0.493
H -0.12564 -1.12839 -1.91671 0.038 0.786 -0.082
H -1.24473 -2.27466 0.54908 -0.651 -0.416 0.386
H -0.38404 -3.30291 1.89358 -0.548 1.169 -1.058
H 0.33208 -2.87951 0.31009 0.208 0.304 0.403
H -1.29788 0.18090 -0.18921 -0.700 -0.034 0.807
H 1.69136 0.52224 0.61065 -1.989 -1.797 0.135
H 1.34840 -1.72195 2.28692 1.053 0.210 0.479

19
Properties=species:S:1:pos:R:3:forces:R:3 method="wB97M-V/def2-TZVPD" e_tot_ev=-17705.0231 relative_energy_kj_mol=74.1 charge=-1 smiles=CCCNCC[S-] lumo_ev=3.74
C 1.05021 -0.56115 0.01042 -0.566 0.347 -0.279
N 0.12811 0.14514 0.87952 -0.095 0.122 -0.083
C -0.86233 -0.68013 1.58832 0.315 0.711 0.651
C -2.25770 -0.43431 1.07655 -1.210 -0.971 -0.695
S -2.91389 -1.44039 -0.32119 0.506 0.011 -0.147
C 1.85391 0.44451 -0.80139 0.326 -1.327 -0.653
C 0.99290 1.06108 -1.89832 -1.395 1.553 1.526
H 0.53975 -1.15393 -0.76345 -0.113 -0.491 0.419
H 1.63093 -1.19393 0.66908 0.537 -0.271 -0.184
H -0.39986 0.77006 0.28741 -0.144 0.124 0.052
H -0.90465 -0.34510 2.63321 0.340 0.096 0.171
H -0.50843 -1.70867 1.65061 -0.360 -0.243 -0.439
H -2.99748 -0.59398 1.86647 0.266 0.265 0.251
H -2.31547 0.60718 0.75802 -0.021 0.260 0.293
H 2.70488 -0.10290 -1.23020 -0.039 0.144 -0.079
H 2.25270 1.20274 -0.15482 0.234 0.548 0.323
H 0.18171 0.47713 -2.34058 0.897 -0.728 -0.555
H 0.30725 1.75036 -1.36952 0.290 0.217 0.067
H 1.51745 1.75627 -2.54014 0.233 -0.370 -0.638

19
Properties=species:S:1:pos:R:3:forces:R:3 method="wB97M-V/def2-TZVPD" e_tot_ev=-17701.2632 s2=0.75 relative_energy_kj_mol=213.8 lumo_ev="0.99 / -1.92" spin_multiplicity=2
C 1.57071 -1.36166 -0.46822 1.010 3.172 2.175
C 2.61112 -0.34580 -1.04608 0.168 0.151 0.665
S 3.91618 -1.28626 -2.03409 -1.346 1.152 0.649
C 0.54949 -0.49785 0.37432 1.676 3.853 -1.204
N -0.57202 0.20439 -0.24234 -1.669 -3.047 1.062
C -1.76312 0.32101 0.68445 0.372 -0.683 0.214
C -2.97471 1.37076 0.50545 3.188 -1.344 -2.966
H 1.27600 -1.94133 -1.29758 -1.156 -0.995 -0.378
H 2.01681 -1.86763 0.38657 0.408 -0.918 -0.677
H 1.94167 0.42895 -1.53179 1.443 -0.758 -0.332
H 3.15046 0.16713 -0.18588 -0.584 -0.665 -1.095
H 0.20935 -1.04581 1.14324 -1.540 -2.413 2.461
H 1.15034 0.37037 1.02766 -0.621 -2.120 -1.612
H -0.23061 0.96916 -0.66497 0.817 3.657 -1.578
H -1.32933 0.43298 1.70754 -0.600 -0.041 -0.355
H -2.12087 -0.70525 0.55243 -0.562 0.214 0.715
H -3.05082 1.47544 -0.63726 -0.782 -0.495 1.519
H -2.46756 2.30741 0.70666 -0.925 0.515 1.008
H -3.88307 1.00399 1.01989 0.703 0.766 -0.268

19
Properties=species:S:1:pos:R:3:forces:R:3 method="wB97M-V/def2-TZVPD" e_tot_ev=-17694.8069 relative_energy_kj_mol=374.3 charge=+1 lumo_ev=-4.60
C -0.91922 -1.42806 -0.93682 0.443 0.975 -0.991
C 0.40287 -0.07181 -3.00520 -0.389 2.121 -0.319
C 0.03169 0.24054 1.15058 -0.992 0.876 2.889
C 1.33337 -0.41557 1.29585 -1.106 -1.373 0.793
C -0.14028 1.42817 0.26781 -4.228 -1.050 0.197
N -0.80864 0.05302 2.16654 0.406 1.640 -2.532
S 0.52281 -1.13148 -1.78910 -1.459 -0.104 0.322
H -0.91424 -2.26177 -0.23295 0.143 0.092 -0.533
H -1.89455 -1.01250 -1.30279 1.139 -0.462 0.424
H -0.45351 0.55536 -3.34090 -0.095 -1.317 0.612
H 1.26283 0.52202 -3.36147 0.288 -1.354 0.389
H 1.05301 -1.45754 1.11045 0.864 -0.283 0.254
H 1.81516 -0.28715 2.30932 -0.567 0.039 -1.302
H 1.81747 -0.04188 0.46107 2.171 0.210 -1.159
H 0.57416 1.46493 -0.46235 1.761 0.006 -1.889
H -0.11027 2.32989 0.81410 0.287 1.098 1.026
H -1.20459 1.45822 -0.22901 2.005 -0.295 0.895
H -1.47495 0.76420 2.31231 -1.322 0.579 -0.005
H -0.89313 -0.70860 2.77255 0.648 -1.399 0.930

19
Properties=species:S:1:pos:R:3:forces:R:3 method="wB97M-V/def2-TZVPD" e_tot_ev=-17695.4927 relative_energy_kj_mol=308.2 charge=+1 lumo_ev=-3.83
C -0.41381 -1.78787 0.65649 0.135 0.791 0.511
C -0.12871 -2.72532 -0.43900 -0.149 -0.456 0.131
C -0.64455 2.17453 0.32918 -0.592 0.588 0.264
C 0.76971 1.30723 -1.44849 0.402 0.059 -0.794
C 0.91781 0.41761 0.77106 -0.525 -0.388 -0.348
N 0.38786 1.25007 -0.06003 0.522 -0.275 0.613
S -1.51554 -2.24361 1.80264 0.306 0.189 -0.324
H -0.46999 -3.74803 -0.27468 0.001 -0.137 -0.114
H 0.93788 -2.72352 -0.66580 0.013 0.012 -0.051
H -0.63462 -2.34063 -1.33004 0.002 0.078 -0.060
H -1.56888 1.95994 -0.21000 0.051 -0.091 -0.001
H -0.83249 2.11810 1.39778 0.040 -0.049 0.001
H -0.34044 3.19362 0.08061 0.029 -0.092 -0.004
H -0.11680 1.35277 -2.08093 -0.028 -0.066 0.091
H 1.36115 2.20818 -1.63154 -0.077 -0.052 0.035
H 1.36170 0.43778 -1.72509 -0.027 0.003 0.076
H 1.74540 -0.20038 0.46741 0.062 0.012 -0.119
H 0.66401 0.46249 1.81596 -0.070 0.088 0.080
H -1.47971 -1.11298 2.54447 -0.095 -0.214 0.011

18
Properties=species:S:1:pos:R:3:forces:R:3 method="wB97M-V/def2-TZVPD" e_tot_ev=-7425.1418 s2=0.75 relative_energy_kj_mol=29.0 charge=-1 lumo_ev="3.72 / 3.67" spin_multiplicity=2
C -2.40005 0.28659 0.65285 -0.121 0.563 -0.168
C -1.09498 0.01922 -0.08126 0.156 0.213 0.114
C -0.09000 1.18854 -0.06475 0.266 -0.631 -0.260
C 1.32732 0.64637 -0.13403 -1.116 1.349 0.071
C 2.23995 1.09253 -0.98336 0.222 -1.172 -0.376
H -2.99927 -0.61780 0.72910 -0.042 -0.063 0.162
H -2.19851 0.70079 1.64046 0.044 -0.322 0.275
H -3.02838 1.05564 0.18489 0.128 -0.122 -0.278
H -0.61541 -0.86265 0.34947 -0.003 0.008 0.019
H -1.27734 -0.23031 -1.12690 -0.091 -0.119 -0.029
H -0.13022 1.75915 0.87040 -0.298 -0.066 0.040
H -0.29364 1.88395 -0.88490 0.075 0.067 0.069
H 1.49143 -0.03957 0.68495 0.635 -0.196 -0.126
H 2.01015 1.61827 -1.90816 -0.180 0.399 0.436
H 3.22433 0.65751 -0.94636 0.367 0.019 0.018
H 2.03066 -2.93796 0.60802 -0.227 -0.253 -0.080
H 0.66803 -3.52957 0.11901 0.211 -0.189 0.092
O 1.13593 -2.69068 0.29057 -0.027 0.515 0.021

18
Properties=species:S:1:pos:R:3:forces:R:3 method="wB97M-V/def2-TZVPD" e_tot_ev=-7425.4327 relative_energy_kj_mol=181.3 smiles=CC(C)(C)CO lumo_ev=0.80
C -0.90835 1.33030 -0.24719 0.722 -1.021 0.476
C -0.11124 -0.20338 0.04434 -0.485 1.364 0.089
C -0.75193 -1.24866 -0.88307 -0.463 0.953 -0.530
C -0.30644 -0.55741 1.49401 0.064 0.233 0.249
C 1.33989 -0.01723 -0.37910 -0.338 -0.139 -0.058
O 1.87330 1.03831 0.39090 0.492 0.179 0.003
H -0.99731 1.65657 -1.32004 0.433 -0.799 0.726
H -0.32919 2.11400 0.25575 -0.126 -0.269 0.007
H -1.95000 1.37561 0.14338 0.701 -0.483 -0.025
H -1.05227 -0.33778 -1.35640 -1.701 -1.084 -2.524
H -0.16683 -1.85539 -1.57936 0.395 0.174 0.514
H -1.61051 -1.82357 -0.51290 0.357 0.393 0.170
H -1.36917 -0.76005 1.67908 0.231 0.148 0.049
H 0.25491 -1.45707 1.77655 0.009 0.169 -0.103
H 0.02182 0.28893 2.08732 0.000 -0.061 0.482
H 1.91204 -0.95284 -0.23165 -0.260 0.177 0.100
H 1.37595 0.21087 -1.46186 -0.050 0.006 0.296
H 2.77531 1.19881 0.10024 0.018 0.060 0.079

18
Properties=species:S:1:pos:R:3:forces:R:3 method="wB97M-V/def2-TZVPD" e_tot_ev=-7424.9417 relative_energy_kj_mol=228.6 smiles=CCC[C@H](C)O lumo_ev=1.06
C 0.99164 0.54811 0.97132 -0.520 0.532 -3.275
C 0.37464 -0.03051 -0.66813 2.915 2.503 4.163
C -0.15905 -1.32022 -0.32704 -4.189 -2.032 -3.903
C 0.02243 1.57324 1.51645 -0.114 0.202 0.102
C -1.54513 -1.46583 -1.53544 1.938 -0.998 2.291
O 2.27372 1.10608 0.76372 0.216 0.239 0.118
H 2.18410 1.86361 0.16714 0.002 -0.237 0.216
H 1.13247 -0.26069 1.69112 -0.092 -0.285 -0.499
H -0.27643 0.73540 -1.08731 -0.257 -0.116 0.395
H 1.26944 -0.08592 -1.28962 -0.036 -0.026 0.079
H 0.51403 -2.14429 -0.56230 -0.027 0.070 0.192
H -0.62615 -1.48679 0.64164 0.041 0.328 -0.034
H -0.15536 2.37187 0.78716 0.007 -0.128 0.003
H -0.94089 1.11555 1.75418 0.016 0.036 -0.010
H 0.41797 2.05615 2.42012 -0.054 -0.245 -0.084
H -2.43884 -1.23333 -0.95514 -0.009 -0.120 -0.181
H -1.50490 -0.83541 -2.42508 0.534 0.208 0.359
H -1.53370 -2.50702 -1.86278 -0.371 0.067 0.068

18
Properties=species:S:1:pos:R:3:forces:R:3 method="wB97M-V/def2-TZVPD" e_tot_ev=-7424.8908 relative_energy_kj_mol=233.5 smiles="C=C(C)C.[H][H].C=O" lumo_ev=0.94
C -1.28773 0.84440 -0.81520 0.007 0.030 -0.053
C -0.84314 0.31777 0.52425 0.075 0.110 0.115
C -1.31540 -1.06801 0.87126 0.007 -0.053 0.029
C -0.09148 1.04079 1.35618 -0.107 -0.052 -0.063
C 2.34530 0.16783 -0.08785 0.107 -0.311 0.019
O 2.58958 -1.01103 -0.02483 -0.065 0.521 0.015
H -0.77674 1.77644 -1.07696 -0.095 -0.121 0.072
H -2.36807 1.03668 -0.81614 0.135 -0.057 0.009
H -1.09403 0.10892 -1.60597 -0.014 0.104 0.131
H 0.89109 -1.52707 -2.46213 0.038 -0.004 0.020
H -2.40952 -1.09037 0.95740 0.146 0.012 -0.042
H -0.88996 -1.41921 1.81543 -0.059 0.082 -0.128
H -1.04139 -1.78063 0.08361 -0.015 0.115 0.096
H 0.22953 2.04941 1.10161 -0.067 -0.144 0.008
H 0.21927 0.65479 2.32444 -0.070 0.034 -0.140
H 2.65047 0.87672 0.70561 0.010 -0.130 -0.073
H 1.81406 0.61642 -0.95071 0.051 -0.115 0.067
H 1.37814 -1.59388 -1.90000 -0.083 -0.019 -0.082

18
Properties=species:S:1:pos:R:3:forces:R:3 method="wB97M-V/def2-TZVPD" e_tot_ev=-7426.1959 relative_energy_kj_mol=107.6 smiles="C/C=C/CC.O" lumo_ev=0.73
C -1.35727 -0.42854 1.20871 0.719 0.581 0.374
C -0.03579 -0.18685 1.28550 -0.102 0.085 -0.738
C -2.29874 -0.17188 2.40775 0.349 -0.753 -0.694
C 1.76201 0.89306 -0.31792 -0.653 -0.652 0.193
C 1.02809 -0.42477 0.15875 -0.657 0.633 0.524
H -1.76098 -0.88370 0.29468 -0.045 0.173 0.399
H 0.27823 0.27252 2.23206 0.348 -0.148 -0.392
H -1.92012 0.56637 3.13455 0.046 -0.320 -0.465
H -2.34379 -1.15829 2.89925 -0.377 0.444 0.189
H -3.31991 0.11963 2.10969 0.466 -0.143 0.027
H 2.26024 0.69355 -1.28155 -0.139 0.149 0.399
H 2.50274 1.31902 0.37957 -0.384 -0.361 -0.115
H 0.96443 1.63714 -0.48165 0.459 -0.110 -0.034
H 1.72961 -1.21759 0.48242 -0.190 0.474 -0.180
H 0.49393 -0.79357 -0.73797 0.156 -0.050 0.499
O 0.99198 0.07969 -4.77498 -0.978 -0.490 0.581
H 0.93188 -0.78666 -4.31227 0.023 0.940 -0.495
H 0.09345 0.47094 -4.68659 0.958 -0.452 -0.071

18
Properties=species:S:1:pos:R:3:forces:R:3 method="wB97M-V/def2-TZVPD" e_tot_ev=-7425.0134 relative_energy_kj_mol=221.7 smiles="C=CO.CCC" lumo_ev=0.83
C 3.41234 -0.79450 -1.92906 -0.577 0.158 1.394
C 2.53872 0.44785 -2.07380 -0.071 1.501 0.527
C 1.05468 0.31673 -1.70127 1.503 -2.622 -1.777
H 3.56682 -1.18109 -2.92850 -0.403 -0.897 0.091
H 2.80415 -1.37722 -1.18770 0.847 -0.597 -1.099
H 4.42991 -0.74842 -1.49393 -0.571 0.724 -0.111
H 2.60936 0.84187 -3.06481 0.088 0.255 -0.836
H 2.70389 1.31361 -1.44816 1.608 0.088 0.425
H 0.60607 -0.24720 -2.51460 -0.596 -0.358 0.086
H 1.06888 -0.32537 -0.81677 -0.923 0.817 0.371
H 0.65798 1.29094 -1.76908 -0.915 0.932 0.934
C -2.19494 0.74535 2.99416 0.634 -0.566 -1.272
C -2.93385 0.24658 1.96802 1.298 0.515 2.323
O -2.39753 -0.85691 1.32557 -1.696 0.565 -0.829
H -2.36883 1.65908 3.54722 -0.610 -0.188 -0.122
H -1.18061 0.30143 3.18061 -1.161 0.295 -0.270
H -3.95956 0.60858 1.74454 0.890 -0.413 -0.232
H -3.01952 -1.05290 0.59833 0.656 -0.208 0.396